{"formula": "C36H47N4OP2PdS2Si2", "method": "wB97M-V/def2-TZVPD", "total_charge": 1, "multiplicity": 5, "homo_ev": [-10.2, -10.8], "e_lumo_ev": [-1.658, -4.176], "e_above_lowest_kj_mol": 71.57, "symbols": ["Pd", "S", "S", "P", "P", "Si", "Si", "O", "N", "N", "N", "N", "C", "C", "C", "C", "C", "C", "C", "C", "C", "C", "C", "C", "C", "C", "C", "C", "C", "C", "C", "C", "C", "C", "C", "C", "C", "C", "C", "C", "C", "C", "C", "C", "C", "C", "C", "C", "H", "H", "H", "H", "H", "H", "H", "H", "H", "H", "H", "H", "H", "H", "H", "H", "H", "H", "H", "H", "H", "H", "H", "H", "H", "H", "H", "H", "H", "H", "H", "H", "H", "H", "H", "H", "H", "H", "H", "H", "H", "H", "H", "H", "H", "H", "H"], "xyz": [[-1.22918, 0.02924, -0.81457], [-3.51145, 0.22977, -1.88289], [-1.18835, -0.88400, -3.18053], [1.43835, 1.18307, -0.16129], [0.24683, -1.65797, 1.07505], [-2.27484, -2.99448, 0.21162], [0.62694, 2.22861, -2.93182], [-3.52496, -0.48014, -4.36417], [-2.09433, 1.69173, 0.65261], [0.47275, 1.40594, -1.38892], [-0.81097, -2.04090, -0.04921], [-3.94680, 3.24817, 1.07104], [1.74985, -2.62122, 0.93519], [-5.29207, 2.74075, 1.29078], [1.80784, 2.62450, 0.84115], [1.22687, 4.04824, 2.69225], [-1.86028, -4.43553, 1.34371], [-1.29191, -1.99618, 5.36272], [4.18669, -1.16496, -1.96256], [3.00759, 0.40174, -0.56483], [-1.07707, 2.74133, -3.51640], [-3.61441, -1.95321, 1.02917], [2.23752, 4.92733, 2.33424], [1.76325, -3.71166, 0.07510], [0.06892, -2.86079, 3.58499], [3.97008, -3.16089, 1.66957], [5.34452, -0.02927, -0.18886], [3.03732, 4.65696, 1.23284], [5.34842, -0.92405, -1.24824], [2.87828, -4.53228, 0.02146], [-2.79648, -0.39515, -3.28364], [-1.65993, -0.92204, 4.56350], [-0.42682, -2.96283, 4.87446], [-2.84547, -3.67144, -1.43291], [4.17664, 0.62174, 0.16144], [-1.16857, -0.81909, 3.27593], [-3.67964, 4.66545, 1.24212], [2.85802, -2.34459, 1.73067], [1.01034, 2.90170, 1.94668], [3.97591, -4.25999, 0.81836], [0.61014, 0.04097, 0.86701], [1.52827, 1.20415, -4.22004], [3.02114, -0.49754, -1.62743], [-0.30398, -1.79128, 2.77946], [-2.96729, 2.42562, 0.84915], [-2.91054, -0.97655, -5.56087], [1.65493, 3.77630, -2.68212], [2.82302, 3.50983, 0.48882], [-3.67186, -0.86360, -6.32697], [-1.18399, 3.82091, -3.43529], [0.74626, -3.61724, 3.20854], [2.59878, 1.19009, -4.02669], [0.21769, 2.21926, 2.23202], [-3.84463, 4.96047, 2.27959], [-3.90675, -3.89680, -1.39625], [2.84611, -1.49642, 2.40482], [-5.59202, 2.89778, 2.32882], [-4.57610, -2.13333, 0.55832], [4.83058, -2.94617, 2.28328], [-0.85084, -4.81373, 1.18137], [-2.32655, -0.16497, 4.94507], [2.40772, 5.82035, 2.91588], [2.11365, -0.66975, -2.19683], [-2.54028, -5.25627, 1.13586], [-2.02680, -0.38190, -5.79152], [1.57447, 4.39521, -3.57293], [-0.13654, -3.79747, 5.49529], [4.83951, -4.90445, 0.78232], [6.24968, 0.15764, 0.36567], [-1.87362, 2.29276, -2.92067], [-5.98176, 3.26004, 0.62439], [1.31077, 4.37033, -1.83839], [-5.31342, 1.67700, 1.06449], [-1.67737, -2.08145, 6.36796], [3.82913, 5.33468, 0.95452], [4.18134, 1.31225, 0.99253], [2.88855, -5.38496, -0.64048], [-2.64359, -2.02447, -5.42105], [-2.31902, -4.59275, -1.66739], [3.45859, 3.30336, -0.36051], [1.18483, 0.17545, -4.29421], [-2.67634, -2.97667, -2.25238], [0.61154, 4.25348, 3.55678], [2.70989, 3.56124, -2.54431], [-3.69946, -2.20359, 2.08404], [-2.64711, 4.86737, 0.96437], [1.38028, 1.66295, -5.19662], [6.26016, -1.43395, -1.51943], [-1.95859, -4.18484, 2.39520], [-3.42034, -0.87434, 0.96370], [-1.24833, 2.47581, -4.55570], [-1.46509, 0.02043, 2.65165], [4.18798, -1.86559, -2.78239], [0.90064, -3.91255, -0.54530], [-4.34282, 5.23333, 0.58908]], "forces_ev_per_a": [[-0.54, 0.26, -0.77], [-0.08, -0.09, 0.08], [0.10, -0.02, -0.01], [0.14, -0.07, 0.19], [0.11, 0.25, -0.02], [0.12, 0.03, -0.08], [0.07, -0.03, 0.08], [-0.06, 0.14, 0.12], [0.19, -0.28, 0.15], [0.17, -0.09, -0.05], [-0.27, 0.12, 0.22], [-0.12, 0.08, -0.01], [-0.02, -0.10, 0.04], [-0.14, -0.03, -0.01], [-0.06, 0.01, -0.01], [0.01, 0.04, 0.03], [0.02, 0.10, -0.13], [0.00, -0.01, -0.02], [-0.05, 0.02, 0.03], [0.07, 0.09, -0.08], [0.01, -0.11, 0.20], [0.18, 0.24, -0.06], [0.01, -0.03, -0.03], [-0.07, 0.02, -0.06], [0.11, -0.06, 0.01], [0.02, -0.04, -0.08], [-0.03, -0.07, -0.02], [-0.06, -0.04, 0.03], [0.03, -0.03, 0.00], [0.03, -0.04, -0.04], [0.02, -0.07, 0.24], [0.02, -0.05, 0.06], [0.00, 0.00, 0.00], [0.11, 0.18, 0.11], [-0.04, 0.09, 0.09], [-0.10, 0.17, -0.11], [0.01, 0.17, -0.04], [-0.01, 0.12, 0.07], [-0.12, -0.05, 0.10], [0.00, 0.08, 0.05], [0.20, -0.20, -0.10], [-0.12, 0.04, 0.10], [-0.18, -0.07, -0.09], [0.09, -0.01, 0.01], [0.23, -0.15, -0.01], [-0.05, -0.05, -0.11], [-0.16, -0.09, 0.00], [0.05, 0.03, -0.03], [0.10, -0.06, -0.03], [-0.01, 0.16, 0.02], [-0.01, 0.00, -0.01], [0.14, 0.01, 0.05], [0.00, -0.02, -0.04], [0.00, 0.05, -0.01], [-0.22, -0.08, 0.03], [-0.01, 0.04, 0.02], [-0.03, 0.00, -0.03], [-0.20, -0.04, -0.07], [0.10, 0.02, 0.08], [0.10, -0.03, -0.05], [-0.09, 0.08, 0.06], [0.01, 0.08, 0.06], [0.03, 0.00, 0.04], [-0.18, -0.18, -0.04], [-0.02, -0.06, -0.06], [-0.02, 0.10, -0.18], [0.01, -0.05, 0.05], [0.13, -0.08, -0.02], [0.13, 0.03, 0.08], [0.01, -0.02, 0.00], [-0.03, -0.03, 0.05], [-0.06, 0.07, 0.10], [-0.05, 0.02, 0.01], [-0.03, 0.02, 0.07], [0.07, 0.08, -0.02], [-0.01, 0.01, 0.07], [-0.01, -0.07, -0.06], [0.03, 0.05, -0.09], [0.12, -0.15, -0.05], [0.01, -0.01, -0.06], [-0.07, -0.07, 0.01], [-0.01, 0.05, 0.01], [-0.03, 0.01, 0.04], [0.21, -0.09, 0.05], [-0.02, -0.05, 0.16], [-0.04, 0.05, 0.03], [0.00, 0.09, -0.14], [0.10, -0.05, -0.02], [-0.02, 0.06, 0.14], [0.01, -0.20, -0.02], [-0.01, -0.07, -0.18], [0.03, -0.06, 0.01], [0.00, -0.08, -0.10], [-0.05, 0.02, -0.04], [0.02, 0.06, 0.04]]}